#a
Density functional theory data (ωB97M-V/def2-TZVPD) for the molecule C4H4N2.

Calculated values
Gap between HOMO and LUMO (spin up / spin down) = 0.3161 / 0.3162 Eh
SMILES = C1=CCN=CN=1
Lowest unoccupied orbital energy (spin up / spin down) = -0.014 / -0.014 Ha
HOMO (spin up / spin down) = -8.99 / -8.99 eV

Each line ends with the Mulliken charge.
Atoms and positions in Å:
N -1.0184 0.0714 -0.7151  -0.420
N 0.3937 1.6406 0.3355  -0.503
C -0.8855 1.2351 -0.2410  -0.001
C 0.7513 -0.6776 0.8612  -0.521
C 0.1008 -0.8826 -0.5040  -0.232
C 0.8367 0.6393 0.9137  0.411
H 0.9091 -1.4317 1.6144  0.350
H -0.2849 -1.8986 -0.6248  0.307
H 0.8387 -0.7029 -1.2898  0.239
H -1.6415 2.0069 -0.3501  0.370

#b
Density functional theory data (ωB97M-V/def2-TZVPD) for the molecule C4H4N2.

Calculated values
Gap between HOMO and LUMO (spin up / spin down) = 0.2296 / 0.3365 Eh
Lowest unoccupied orbital energy (spin up / spin down) = -0.047 / -0.009 Ha
HOMO (spin up / spin down) = -7.53 / -9.39 eV

Each line ends with the Mulliken charge.
Atoms and positions in Å:
N 0.2007 0.5059 -1.3233  -0.505
N 1.7956 0.5447 2.3264  -0.397
C -0.1844 0.5514 0.6609  -0.430
C -0.9097 -1.6843 -0.0005  -0.455
C -0.5009 -0.5092 -0.2342  0.269
C 0.9240 0.5303 1.5611  0.340
H -1.1598 -2.7082 -0.1986  0.369
H -0.2504 1.2729 -1.8332  0.235
H 1.0304 0.1946 -1.8366  0.237
H -0.9455 1.3019 0.8781  0.337

#c
Density functional theory data (ωB97M-V/def2-TZVPD) for the molecule C4H4N2.

Calculated values
Gap between HOMO and LUMO = 0.3401 Eh
SMILES = C=C1C=NN=C1
Lowest unoccupied orbital energy = -0.034 Ha
HOMO = -10.18 eV

Each line ends with the Mulliken charge.
Atoms and positions in Å:
N 1.0123 0.8483 1.3822  -0.373
N -0.3369 1.4129 1.4652  -0.392
C -0.9286 0.7667 0.5567  -0.366
C 1.0842 0.0257 0.5025  -0.404
C -0.2710 -0.8642 -1.2309  -0.792
C -0.0703 -0.0786 -0.1289  0.935
H -1.1271 -1.0609 -1.8072  0.343
H 0.7113 -1.2411 -1.7266  0.197
H 1.9386 -0.5572 0.4982  0.480
H -2.0124 0.7485 0.4887  0.373

Stability check: which of them is most stable? #a.

#a
Density functional theory data (ωB97M-V/def2-TZVPD) for the molecule C4H4N2.

Calculated values
Gap between HOMO and LUMO (spin up / spin down) = 0.2758 / 0.2945 Eh
Lowest unoccupied orbital energy (spin up / spin down) = -0.023 / 0.005 Ha
HOMO (spin up / spin down) = -8.14 / -7.86 eV

Each line ends with the Mulliken charge.
Atoms and positions in Å:
N 0.7703 1.2790 -0.5334  -0.474
N 1.9763 -1.8330 0.5478  -0.491
C 1.1863 -0.9343 0.3139  0.204
C 0.2688 0.0093 -0.1890  -0.347
C -1.1140 -0.2421 -0.0153  -0.330
C -2.3053 -0.4177 0.1074  0.218
H 0.1197 2.0244 -0.3190  0.272
H 1.3958 -0.6372 1.3946  0.302
H 1.0579 1.3382 -1.5045  0.242
H -3.3557 -0.5866 0.1975  0.406

#b
Density functional theory data (ωB97M-V/def2-TZVPD) for the molecule C4H4N2.

Calculated values
Gap between HOMO and LUMO = 0.3878 Eh
SMILES = C#C[C@H](N)C#N
Lowest unoccupied orbital energy = 0.024 Ha
HOMO = -9.89 eV

Each line ends with the Mulliken charge.
Atoms and positions in Å:
N -1.8273 -1.0669 1.9107  -0.375
N 1.3240 -0.5348 0.5450  -0.692
C -0.2935 0.4498 -0.7880  -0.717
C -0.0032 0.2508 0.5782  0.378
C -0.7031 0.6790 -1.8800  0.123
C -1.0289 -0.4846 1.3163  0.079
H 0.1452 1.2163 1.0701  0.228
H 2.1137 -0.0064 0.1778  0.258
H 1.3009 -1.3509 -0.0685  0.273
H -1.0278 0.8477 -2.8617  0.446

Stability check: which of them is most stable? #b.

#a
Density functional theory data (ωB97M-V/def2-TZVPD) for a structure of composition C4H4N2.

Calculated values
Gap between HOMO and LUMO = 0.3387 Eh
Lowest unoccupied orbital energy = 0.009 Ha
HOMO = -8.96 eV

Each line ends with the Mulliken charge.
Atoms and positions in Å:
N 0.8457 1.2866 -0.8603  -0.495
N -1.5070 -0.4069 -0.9876  -0.470
C 1.2516 0.8246 0.1569  0.095
C -0.9909 0.4525 -1.5939  0.158
C -0.6858 -1.1521 0.8360  -0.234
C 0.3722 -0.6107 1.1950  -0.378
H -0.8923 1.1468 -2.4014  0.303
H -1.5406 -1.7887 0.8124  0.431
H 2.0886 0.9454 0.8257  0.279
H 1.0586 -0.6976 2.0171  0.311

#b
Density functional theory data (ωB97M-V/def2-TZVPD) for the molecule C4H4N2.

Calculated values
Gap between HOMO and LUMO = 0.3474 Eh
SMILES = [H]/N=C1/C=CC=N1
Lowest unoccupied orbital energy = -0.021 Ha
HOMO = -10.02 eV

Each line ends with the Mulliken charge.
Atoms and positions in Å:
N 1.3497 -0.0953 0.6566  -0.549
N -0.4435 -2.1919 0.2722  -0.534
C -0.3050 1.1907 -0.3744  -0.144
C 0.0567 -0.9836 0.2668  0.265
C 1.0431 1.0381 0.1836  -0.088
C -0.8599 -0.0004 -0.4020  -0.217
H 1.6352 1.9561 0.2368  0.348
H 0.1335 -2.8972 0.7571  0.271
H -0.7506 2.1769 -0.7815  0.288
H -1.8591 -0.1933 -0.8151  0.360

#c
Density functional theory data (ωB97M-V/def2-TZVPD) for a structure of composition C4H4N2.

Calculated values
Gap between HOMO and LUMO = 0.3916 Eh
Lowest unoccupied orbital energy = 0.040 Ha
HOMO = -9.58 eV

Each line ends with the Mulliken charge.
Atoms and positions in Å:
N 0.3965 0.8476 1.3680  -0.507
N -0.2419 -0.8863 0.3107  -0.349
C 0.3607 0.4719 -1.1724  -0.241
C 0.8832 0.1036 0.1865  0.243
C -0.5538 -0.0099 1.4115  -0.002
C -0.6276 -0.4109 -1.0149  -0.494
H 0.6781 1.1621 -1.9420  0.353
H 1.8713 -0.3400 0.3109  0.284
H -1.3306 -0.1333 2.1638  0.341
H -1.4360 -0.8049 -1.6221  0.373

Stability check: which of them is most stable? #b.

#a
Density functional theory data (ωB97M-V/def2-TZVPD) for a cluster of 4 separate species, H8O4 in total.

Calculated values
Gap between HOMO and LUMO = 0.3975 Eh
SMILES = O.O.O.O
Lowest unoccupied orbital energy = 0.012 Ha
HOMO = -10.48 eV

Each line ends with the Mulliken charge.
Atoms and positions in Å:
O 17.9785 -4.6636 -7.0193  -0.655
O 19.7620 -6.9230 -6.7409  -0.660
O 15.8353 -6.4472 -10.4832  -0.633
O 17.9793 -2.0558 -6.5384  -0.635
H 15.4360 -5.8688 -11.1330  0.322
H 15.4747 -6.1533 -9.6466  0.314
H 18.3956 -5.4910 -6.7793  0.338
H 20.6607 -7.2182 -6.5946  0.311
H 19.2938 -7.1757 -5.9452  0.329
H 18.1332 -2.9948 -6.4339  0.429
H 17.4335 -4.8801 -7.7758  0.278
H 17.5127 -1.9803 -7.3707  0.263

#b
Density functional theory data (ωB97M-V/def2-TZVPD) for a cluster of 4 separate species, H8O4 in total.

Calculated values
Gap between HOMO and LUMO = 0.4390 Eh
SMILES = O.O.O.O
Lowest unoccupied orbital energy = 0.018 Ha
HOMO = -11.45 eV

Each line ends with the Mulliken charge.
Atoms and positions in Å:
O 2.3410 -2.7053 2.4581  -0.638
O -2.0591 3.6775 2.1957  -0.637
O 1.5434 -0.2254 -4.4321  -0.640
O -1.7445 -0.9679 -1.0520  -0.639
H -2.8160 3.2469 2.5930  0.319
H 1.2887 0.1083 -3.5719  0.320
H -1.8974 -0.4972 -0.2328  0.318
H -2.1327 4.5921 2.4685  0.318
H -1.0403 -1.5832 -0.8474  0.321
H 2.5738 -1.8378 2.1271  0.319
H 3.1033 -2.9803 2.9675  0.319
H 0.8398 -0.8277 -4.6738  0.319

Stability check: which of them is most stable? #a.

#a
Density functional theory data (ωB97M-V/def2-TZVPD) for a cluster of 4 separate species, H8O4 in total.

Calculated values
Gap between HOMO and LUMO = 0.4172 Eh
SMILES = O.O.O.O
Lowest unoccupied orbital energy = 0.012 Ha
HOMO = -11.04 eV

Each line ends with the Mulliken charge.
Atoms and positions in Å:
O -0.7454 2.4607 1.3080  -0.641
O 4.2491 -2.4578 0.0260  -0.639
O -3.7765 0.9049 -0.1472  -0.620
O 1.2358 -1.2141 -0.5824  -0.643
H -4.7056 1.0403 -0.1018  0.310
H 4.7677 -2.6257 -0.7642  0.314
H 3.5258 -1.9211 -0.3276  0.333
H -1.1965 1.6354 1.4944  0.315
H -1.3946 3.0053 0.8534  0.319
H -3.6592 0.6797 -1.0781  0.316
H 0.7961 -1.1281 0.2695  0.313
H 0.9034 -0.3796 -0.9500  0.323

#b
Density functional theory data (ωB97M-V/def2-TZVPD) for a cluster of 4 separate species, H8O4 in total.

Calculated values
Gap between HOMO and LUMO = 0.4048 Eh
SMILES = O.O.O.O
Lowest unoccupied orbital energy = 0.007 Ha
HOMO = -10.81 eV

Each line ends with the Mulliken charge.
Atoms and positions in Å:
O -18.3107 -18.7800 -2.8791  -0.633
O -17.3522 -16.5250 -4.4709  -0.651
O -18.3412 -15.5373 -6.9661  -0.640
O -14.8735 -16.3306 -6.3737  -0.636
H -18.0601 -15.1743 -7.8060  0.304
H -19.2379 -15.2210 -6.8560  0.288
H -14.8548 -15.6323 -7.0280  0.297
H -17.8690 -16.1527 -5.1855  0.365
H -17.7018 -18.2752 -3.4182  0.329
H -15.8046 -16.4875 -6.2167  0.334
H -17.2288 -15.7985 -3.8601  0.332
H -17.7606 -19.1776 -2.2040  0.310

Stability check: which of them is most stable? #b.

#a
Density functional theory data (ωB97M-V/def2-TZVPD) for a cluster of 4 separate species, H8O4 in total.

Calculated values
Gap between HOMO and LUMO = 0.4436 Eh
SMILES = O.O.O.O
Lowest unoccupied orbital energy = 0.020 Ha
HOMO = -11.52 eV

Each line ends with the Mulliken charge.
Atoms and positions in Å:
O 1.2978 -0.2095 0.9149  -0.645
O 3.0679 4.7873 0.9958  -0.640
O -2.4529 -2.1989 1.3410  -0.644
O -1.5335 -2.0523 -2.9616  -0.630
H -2.5020 -2.1120 0.3891  0.325
H 0.7334 0.3487 0.3801  0.313
H 0.6915 -0.7165 1.4550  0.330
H -2.5378 -3.1389 1.5008  0.316
H -0.7067 -1.7170 -3.3083  0.318
H 2.7795 3.8778 1.0731  0.321
H -2.1669 -1.9009 -3.6631  0.318
H 3.3299 5.0322 1.8833  0.319

#b
Density functional theory data (ωB97M-V/def2-TZVPD) for a cluster of 4 separate species, H8O4 in total.

Calculated values
Gap between HOMO and LUMO = 0.4073 Eh
SMILES = O.O.O.O
Lowest unoccupied orbital energy = 0.019 Ha
HOMO = -10.57 eV

Each line ends with the Mulliken charge.
Atoms and positions in Å:
O -6.7027 31.6297 14.2041  -0.739
O -7.2181 29.1503 13.0890  -0.657
O -5.5254 29.7714 15.6701  -0.591
O -4.8819 32.3076 12.3228  -0.718
H -4.8120 31.3401 12.2222  0.357
H -5.1490 32.5790 11.4734  0.330
H -7.1569 32.3641 14.6136  0.285
H -7.0306 29.9755 13.5414  0.414
H -6.1178 30.4838 15.5268  0.333
H -5.3400 29.7872 16.6041  0.303
H -7.5381 28.4853 13.7643  0.323
H -6.2536 31.9256 13.4180  0.360

Stability check: which of them is most stable? #b.